[1]
80
Properties=species:S:1:pos:R:3:forces:R:3 method="wB97M-V/def2-TZVPD" multiplicity=6 charge=-2 molar_mass_g_mol=1035.44 e_tot_ev=-371875.98559 homo_lumo_gap_ev="4.9 / 5.0"
Mn -1.0890 1.5072 -1.2994 -1.9 4.5 0.9
O -3.2043 -0.9613 -0.7506 0.6 -0.7 0.3
S -1.8864 -0.4811 -1.2074 -3.5 -5.1 0.5
O -0.6532 -2.0071 -1.3737 -2.0 0.9 0.4
O -1.2616 0.2437 -0.0317 -0.4 -3.9 3.3
O -0.4135 0.4954 -2.7135 0.6 -0.7 -3.6
Se -2.5575 2.4906 -2.3363 -4.5 2.2 -3.7
Se -3.1895 4.4857 -3.1281 -0.4 0.7 -0.2
Se -0.0542 5.6427 -1.4568 -0.3 0.0 0.1
Se -0.1375 3.3812 -1.3722 2.6 4.1 -0.4
C 1.8391 1.4133 1.9195 0.0 0.4 -0.5
Si 2.9325 2.2825 0.5808 -0.8 -0.5 0.6
C 4.6854 1.5715 0.8712 -0.1 0.6 -0.1
C 2.6547 4.1638 0.7001 0.1 -0.4 -0.2
Sb 0.9013 0.5020 -1.4175 7.1 3.1 -0.6
Si 2.6850 1.8430 -3.3487 -1.2 -1.0 0.5
C 2.3923 3.7116 -3.6368 -0.2 -0.6 0.5
C 2.0419 0.7598 -4.8149 0.1 0.6 0.3
C 4.5209 1.4017 -3.0356 -0.3 0.4 -0.1
Si 0.9780 -1.9171 -1.2955 0.2 -1.9 0.5
C 1.6789 -2.8434 -2.7562 -0.2 -0.6 -0.5
C 1.5401 -2.7754 0.2537 -0.2 -0.5 0.5
C 2.6941 -1.0612 -1.2568 3.6 -2.1 -0.2
H 1.9289 1.9032 2.8927 0.2 0.1 0.1
H 2.0977 0.3587 2.0443 0.0 0.0 -0.1
H 0.7810 1.4827 1.6356 0.2 -0.1 0.0
H 4.9415 1.6542 1.9296 0.0 0.0 0.1
H 5.4353 2.1145 0.2976 0.1 0.0 -0.1
H 4.7472 0.5192 0.5933 -0.1 0.0 -0.1
H 3.3288 4.6239 1.4227 0.1 0.2 0.1
H 1.6133 4.3602 0.9715 0.1 -0.2 0.3
H 2.7193 4.6620 -0.2695 0.4 0.0 0.0
H 1.3677 3.8971 -3.9759 0.1 -0.2 -0.2
H 3.0990 4.1470 -4.3427 0.1 0.0 -0.1
H 2.4053 4.2602 -2.6877 0.3 -0.1 -0.1
H 0.9599 0.6255 -4.7000 0.2 0.0 0.1
H 2.5106 -0.2279 -4.8321 0.0 0.0 0.1
H 2.1991 1.2279 -5.7897 0.2 0.1 -0.1
H 4.9814 2.1259 -2.3645 0.1 0.1 0.1
H 5.0680 1.4108 -3.9797 0.1 0.1 -0.1
H 4.6434 0.4132 -2.5944 -0.1 0.0 0.0
H 1.0511 -3.4473 -3.4042 -0.2 0.0 0.0
H 2.3452 -3.4890 -2.1841 0.2 -0.4 -0.4
H 2.3390 -2.2044 -3.3390 -0.2 0.0 -0.3
H 0.8174 -3.2599 0.9040 -0.1 0.0 0.1
H 2.2352 -2.1526 0.8128 -0.2 0.0 0.3
H 2.1528 -3.5307 -0.2396 0.2 -0.4 0.4
H 3.0721 -0.6492 -2.1810 0.1 0.4 0.0
H 3.3236 -1.9619 -1.1509 0.3 -0.1 0.0
H 2.9878 -0.4851 -0.3854 -0.2 0.5 0.1
C -1.4360 -6.6470 3.1506 -0.1 0.1 0.0
C -1.8630 -5.2217 2.9161 0.1 -0.2 0.0
C -2.1978 -4.7713 1.6452 0.0 0.0 0.2
C -2.6869 -3.4902 1.4546 -0.2 0.1 -0.1
C -2.8405 -2.6194 2.5312 0.1 -0.2 0.2
N -3.3523 -1.3273 2.3069 0.0 0.0 -0.7
C -4.1609 -0.6857 3.1968 -0.3 0.2 0.2
O -4.5163 -1.1576 4.2699 0.0 0.0 0.0
N -4.6351 0.5674 2.8353 -0.1 0.0 -0.1
C -4.1621 1.5438 1.9277 0.2 0.1 0.0
C -5.0319 2.5060 1.4280 0.1 -0.2 0.0
C -4.5070 3.5385 0.6721 0.0 0.4 0.1
C -3.1634 3.5357 0.3517 0.9 -0.5 0.1
N -2.3396 2.5144 0.6774 -1.2 0.8 2.3
C -2.8180 1.6401 1.5796 0.0 0.1 -0.6
C -2.4508 -3.0462 3.8005 0.0 0.0 0.0
C -1.9834 -4.3368 3.9807 0.0 0.0 -0.1
H -1.0493 -7.0996 2.2375 0.0 0.0 0.0
H -2.2907 -7.2422 3.4850 0.1 -0.1 0.0
H -0.6676 -6.7083 3.9229 0.0 0.0 0.0
H -2.0906 -5.4362 0.7956 0.0 0.0 0.0
H -2.9708 -3.1629 0.4655 0.1 0.1 -0.1
H -3.4174 -1.0691 1.3141 0.2 0.2 0.3
H -5.3805 0.8662 3.4422 0.1 -0.1 0.1
H -6.0877 2.4476 1.6617 -0.1 0.0 0.0
H -5.1069 4.3568 0.3025 -0.2 0.0 0.0
H -2.6839 4.3697 -0.1688 -0.3 -0.3 -0.2
H -2.1113 0.9515 2.0220 0.0 -0.1 -0.2
H -2.5406 -2.3775 4.6421 0.0 0.0 0.0
H -1.7064 -4.6663 4.9766 0.0 0.0 0.0

[2]
7
Properties=species:S:1:pos:R:3:forces:R:3 method="wB97M-V/def2-TZVPD" multiplicity=1 molar_mass_g_mol=177.97 e_tot_ev=-94406.08542 homo_lumo_gap_ev="5.6 / 5.6" e_above_lowest_kj_mol=189.76
N -0.8982 0.4776 -0.1060 -1.2 1.9 0.9
F 0.3274 -0.7540 1.5289 0.7 0.1 -0.8
P 0.2331 -0.6908 -0.0482 -0.6 -0.3 1.5
S -0.1097 -2.4385 -0.8431 0.8 1.8 0.2
Br 3.0125 1.4509 -0.1959 -1.4 -1.2 0.0
H -1.3633 0.7419 -0.9527 0.2 -0.4 -0.7
H -1.2018 1.2129 0.6170 1.5 -1.9 -1.0